No. 1
Molecular formula: C39H76BrF9N10O13S
Method: DFT, ωB97M-V with the def2-TZVPD basis set

Each line ends with the Löwdin charge.
Element x y z (Å)
C 1.8586 -5.8481 1.2758  0.03
C 0.7680 -5.0685 1.2716  -0.14
C 0.6827 -3.8785 0.3459  -0.10
C 0.3928 -2.5367 1.1205  -0.21
C -1.1361 -2.3525 1.0113  -0.34
F -1.3733 -2.0397 -0.2972  0.12
F -1.7829 -3.5166 1.2388  0.16
C -1.9114 -1.2779 1.8260  -0.32
F -1.5612 -0.0230 1.4787  0.16
F -3.2100 -1.4141 1.4523  0.15
C -1.9156 -1.3289 3.3787  -0.32
F -0.7497 -0.9207 3.9033  0.15
F -2.8365 -0.3951 3.7487  0.15
C -2.3809 -2.6361 4.0703  -0.53
F -2.5325 -2.3373 5.3735  0.15
F -1.4861 -3.6168 3.9834  0.19
F -3.5506 -3.0664 3.6052  0.20
O 0.7093 -2.8672 2.4951  -0.16
S 1.9327 -2.0460 3.1015  0.60
O 3.1738 -2.7079 2.9204  -0.22
O 1.6351 -1.7008 4.4447  -0.20
O 1.7142 -0.8096 2.1189  -0.20
C 1.3477 -1.3430 0.8146  -0.44
N 0.8785 -0.1905 0.1052  0.14
C 2.7306 -1.7386 0.0898  -0.58
Br 4.1848 -0.5577 0.6639  0.81
C 2.6908 -1.5693 -1.4315  -0.30
C 1.5940 -2.3169 -2.1679  -0.10
H 2.4227 -6.0291 0.3702  0.07
H 2.2177 -6.3376 2.1689  0.06
H -0.0375 -5.3007 1.9522  0.10
H 1.6421 -3.8369 -0.1356  0.08
H -0.0462 -4.0289 -0.4447  0.13
H 0.2053 -0.3896 -0.6140  0.09
H 0.5940 0.5551 0.7172  0.10
H 3.0522 -2.7366 0.3494  0.08
H 3.6260 -2.0082 -1.7736  0.10
H 2.7451 -0.5243 -1.6988  0.09
H 1.6445 -2.0437 -3.2157  0.06
H 0.5800 -2.0858 -1.8386  0.06
H 1.7120 -3.3889 -2.1393  0.06
C -1.9491 -0.5723 7.8531  -0.05
N -2.7743 0.1807 8.7804  -0.19
C -3.6944 -0.5347 9.6509  -0.04
C -2.7176 1.5187 8.8637  -0.38
O -3.3793 2.2044 9.6195  0.01
H -2.5825 -1.1335 7.1761  0.07
H -1.3119 -1.2652 8.4072  0.09
H -1.3185 0.1004 7.2749  0.09
H -4.7160 -0.2044 9.4682  0.10
H -3.4493 -0.3275 10.6937  0.09
H -3.6212 -1.6026 9.4652  0.08
H -1.9918 1.9625 8.1602  0.12
C 4.6628 -4.1785 -7.0838  -0.06
N 3.9720 -3.7001 -5.8983  -0.18
C 3.3824 -2.3663 -5.9109  -0.02
C 3.8523 -4.4321 -4.7879  -0.34
O 3.2684 -4.0616 -3.7800  -0.01
H 5.4894 -3.5166 -7.3183  0.07
H 3.9733 -4.1955 -7.9291  0.09
H 5.0441 -5.1851 -6.9160  0.08
H 3.8323 -1.7634 -5.1209  0.10
H 2.3149 -2.4273 -5.7210  0.06
H 3.5603 -1.8969 -6.8745  0.08
H 4.3305 -5.4235 -4.8623  0.13
C -2.2419 -1.8399 -7.1624  -0.06
N -1.2534 -1.6754 -6.1156  -0.19
C -1.5621 -2.1233 -4.7665  -0.04
C -0.0510 -1.1202 -6.3454  -0.34
O 0.8055 -0.9652 -5.4968  0.00
H -3.1525 -1.2948 -6.9063  0.09
H -2.4849 -2.8971 -7.2853  0.09
H -1.8555 -1.4560 -8.1040  0.08
H -1.5037 -1.2833 -4.0734  0.09
H -0.8395 -2.8761 -4.4491  0.09
H -2.5629 -2.5461 -4.7419  0.09
H 0.0953 -0.8127 -7.3949  0.14
C -3.4632 -3.9627 13.4572  -0.06
N -4.6179 -3.2267 12.9822  -0.20
C -5.3595 -2.3897 13.9111  -0.04
C -5.0316 -3.2893 11.7037  -0.37
O -5.9878 -2.6934 11.2512  0.01
H -3.7582 -4.6498 14.2527  0.09
H -2.7128 -3.2718 13.8465  0.09
H -3.0244 -4.5355 12.6433  0.08
H -6.3953 -2.7249 13.9689  0.09
H -5.3561 -1.3557 13.5652  0.09
H -4.9038 -2.4451 14.8960  0.08
H -4.4045 -3.9492 11.0783  0.13
C 3.9449 0.6839 -10.8454  -0.05
N 4.3233 -0.6426 -10.3831  -0.19
C 3.8128 -1.8067 -11.0850  -0.04
C 5.1279 -0.8335 -9.3285  -0.34
O 5.4652 -1.9260 -8.9037  -0.01
H 2.8622 0.7947 -10.8058  0.06
H 4.2822 0.8191 -11.8761  0.09
H 4.4030 1.4461 -10.2196  0.09
H 3.2344 -2.4306 -10.4022  0.09
H 4.6403 -2.4032 -11.4707  0.09
H 3.1800 -1.4866 -11.9085  0.08
H 5.4645 0.1069 -8.8628  0.14
C 0.6324 2.3365 10.5930  -0.05
N 0.9311 3.6702 10.1051  -0.20
C 0.1189 4.2321 9.0394  -0.03
C 1.9356 4.4058 10.6101  -0.39
O 2.2273 5.5306 10.2485  0.01
H 0.7229 1.6197 9.7722  0.09
H -0.3871 2.3107 10.9839  0.09
H 1.3218 2.0595 11.3863  0.08
H 0.7489 4.4688 8.1812  0.09
H -0.3549 5.1525 9.3832  0.09
H -0.6451 3.5198 8.7479  0.06
H 2.4854 3.8884 11.4139  0.14
C -0.5605 1.7478 -14.3901  -0.04
N 0.3348 2.1765 -13.3245  -0.19
C 1.3116 3.2179 -13.6043  -0.04
C 0.2939 1.6490 -12.0941  -0.35
O 1.0199 1.9805 -11.1708  -0.01
H 0.0254 1.3615 -15.2259  0.09
H -1.1487 2.6013 -14.7243  0.05
H -1.2284 0.9657 -14.0337  0.09
H 2.3190 2.8396 -13.4269  0.09
H 1.1476 4.0665 -12.9386  0.09
H 1.2203 3.5428 -14.6365  0.09
H -0.4771 0.8679 -11.9835  0.13
C -1.5781 5.5622 14.9954  -0.06
N -0.6153 4.7870 14.2400  -0.19
C -0.0374 5.3473 13.0292  -0.03
C -0.2303 3.5565 14.6149  -0.35
O 0.5713 2.8682 14.0102  0.00
H -2.4446 5.7913 14.3721  0.09
H -1.1251 6.4975 15.3300  0.09
H -1.9099 5.0008 15.8662  0.08
H -0.2670 4.6981 12.1851  0.08
H 1.0459 5.4045 13.1328  0.09
H -0.4388 6.3401 12.8465  0.09
H -0.7186 3.2122 15.5425  0.13
C -1.6306 6.9278 -12.5341  -0.05
N -1.6219 6.4208 -13.8936  -0.19
C -1.8458 7.3412 -14.9978  -0.03
C -1.4134 5.1266 -14.1690  -0.36
O -1.3945 4.6453 -15.2893  0.00
H -2.5989 7.3787 -12.3105  0.09
H -0.8515 7.6820 -12.4122  0.09
H -1.4489 6.1178 -11.8312  0.09
H -2.7229 7.0330 -15.5667  0.09
H -0.9862 7.3345 -15.6679  0.09
H -1.9975 8.3449 -14.6109  0.09
H -1.2555 4.5118 -13.2655  0.13

Computed properties:
**SMILES**: C=CC[C@@]1(C(F)(F)C(F)(F)C(F)(F)C(F)(F)F)OS(=O)(=O)O[C@@]1(N)[C@H](Br)CC.CN(C)C=O.CN(C)C=O.CN(C)C=O.CN(C)C=O.CN(C)C=O.CN(C)C=O.CN(C)C=O.CN(C)C=O.CN(C)C=O
**Gap between HOMO and LUMO**: 9.0 eV
**ΔE to the lowest compared entry with this formula, charge and spin**: 0.0 kcal per mole
**Total charge**: 0


No. 2
Molecular formula: C5H8N2
Method: DFT, ωB97M-V with the def2-TZVPD basis set

Each line ends with the Löwdin charge.
Element x y z (Å)
C -1.2690 0.7613 0.4830  -0.21
C -1.5397 -0.5191 0.1476  -0.21
C 0.6894 -1.1292 0.0137  -0.33
C 1.3413 0.8952 -0.0060  -0.17
C -0.1019 0.7795 -0.4311  -0.27
H -1.9844 1.3894 -0.0619  0.12
H -1.3662 0.7495 1.6644  0.18
H -1.7512 -1.4043 0.7209  0.13
H -2.1495 -0.3466 -0.7602  0.13
H 0.9198 -2.1012 0.0999  0.10
H 1.8892 1.1831 -0.7767  0.05
H 1.4877 1.9157 0.6209  0.17
H -0.2944 1.6757 -1.1740  0.18
N -0.3201 -0.6797 -0.6979  0.02
N 1.5385 -0.4328 0.4728  0.11

Computed properties:
**Gap between HOMO and LUMO**: 10.2 eV
**ΔE to the lowest compared entry with this formula, charge and spin**: 127.2 kcal per mole
**Total charge**: 0